DFT (ωB97M-V with the def2-TZVPD basis set) results for a structure of composition C33H21ClF10N5OSn.

As for the total energy: -89588.794 eV. For the gap between HOMO and LUMO, the calculation gives 5.856 eV. The value obtained for the LUMO energy is 1.90 eV. Its HOMO energy is -3.9531 eV. Its total charge is -1.

Structure (XYZ):
```
72
C33H21ClF10N5OSn, DFT ωB97M-V with the def2-TZVPD basis set
Sn -0.477 0.704 -0.351
C -0.993 3.984 -0.668
N 0.090 3.184 -0.105
C 1.280 3.308 -0.947
C 2.416 2.368 -0.564
N 1.937 1.016 -0.327
C 2.815 0.006 -0.311
C 4.236 0.041 -0.407
F 4.912 1.216 -0.493
C 5.032 -1.089 -0.412
F 6.362 -0.947 -0.517
C 4.496 -2.358 -0.315
F 5.275 -3.453 -0.324
C 3.120 -2.453 -0.195
F 2.547 -3.659 -0.095
C 2.341 -1.324 -0.178
F 1.003 -1.507 -0.041
C 0.358 3.533 1.296
C -0.722 3.048 2.264
N -0.829 1.604 2.279
C -0.226 0.893 3.233
C -0.515 -0.503 3.323
F -1.387 -1.019 2.427
C 0.008 -1.361 4.257
F -0.359 -2.650 4.262
C 0.903 -0.901 5.211
F 1.427 -1.731 6.135
C 1.242 0.436 5.171
F 2.133 0.910 6.056
C 0.699 1.297 4.237
F 1.157 2.578 4.291
H -0.762 5.058 -0.633
H -1.919 3.805 -0.124
H -1.147 3.687 -1.707
H 1.659 4.343 -0.935
H 0.967 3.058 -1.963
H 2.957 2.759 0.307
H 3.108 2.399 -1.411
H 0.498 4.623 1.392
H 1.287 3.042 1.590
H -1.697 3.451 1.967
H -0.505 3.468 3.247
Cl 3.169 -3.373 -5.389
C 2.221 -2.172 -4.553
C 2.629 -0.835 -4.573
C 1.881 0.109 -3.921
C 0.691 -0.204 -3.198
O 0.020 0.747 -2.657
C 0.320 -1.592 -3.170
C -0.837 -2.098 -2.477
N -1.473 -1.473 -1.563
C -2.549 -2.040 -0.890
C -2.589 -3.372 -0.534
C -3.648 -3.898 0.220
C -4.693 -3.112 0.609
C -4.704 -1.741 0.272
C -5.743 -0.869 0.659
C -5.678 0.453 0.329
C -4.564 0.909 -0.395
N -3.583 0.132 -0.778
C -3.625 -1.186 -0.467
C 1.091 -2.536 -3.872
H 3.536 -0.558 -5.094
H 2.194 1.146 -3.914
H -1.182 -3.090 -2.801
H -1.754 -4.011 -0.791
H -3.626 -4.943 0.504
H -5.508 -3.517 1.198
H -6.580 -1.262 1.226
H -6.458 1.146 0.614
H -4.482 1.955 -0.674
H 0.797 -3.579 -3.844
```

---

DFT (ωB97M-V with the def2-TZVPD basis set) results for a structure of composition C33H22Br2ClLuN4O7S2 at a distorted geometry.

As for the total energy: -262766.648 eV. For the gap between HOMO and LUMO, the calculation gives 5.732 eV. The value obtained for the LUMO energy is 3.71 eV. Its HOMO energy is -2.0167 eV. The calculation puts the energy above the lowest of the compared OMol25 structures with the same formula, charge and spin at 21.6 kJ/mol. Its total charge is -2.

Structure (XYZ):
```
72
C33H22Br2ClLuN4O7S2, DFT ωB97M-V with the def2-TZVPD basis set
Lu 1.369 0.260 -0.306
C 1.737 3.187 -2.990
C 1.991 1.829 -3.483
C 2.510 1.704 -4.775
C 2.503 0.512 -5.462
C 2.012 -0.649 -4.804
C 1.753 -1.850 -5.451
Br 1.923 -1.898 -7.314
C 1.141 -2.920 -4.787
C 0.826 -2.802 -3.414
Br 0.135 -4.304 -2.529
C 1.146 -1.628 -2.677
O 0.994 -1.546 -1.378
C 1.687 -0.479 -3.388
N 1.694 0.723 -2.717
H 1.747 3.819 -3.893
H 2.542 3.622 -2.351
H 0.793 3.349 -2.460
H 2.881 2.594 -5.279
H 2.827 0.478 -6.503
H 0.985 -3.820 -5.347
S 0.670 0.155 4.579
C -0.426 1.446 4.134
C -1.044 2.400 4.911
C -1.762 3.397 4.305
C -1.914 3.490 2.919
C -1.294 2.539 2.081
C -0.572 1.469 2.685
N 0.090 0.440 2.018
C 0.709 -0.319 2.901
C 1.561 -1.451 2.572
C 2.174 -2.296 3.523
C 2.765 -3.478 3.077
C 2.917 -3.713 1.723
C 2.521 -2.729 0.798
C 1.854 -1.613 1.222
H -1.013 2.355 6.006
H -2.155 4.215 4.920
H -2.370 4.383 2.474
H -1.336 2.627 1.007
H 2.190 -2.071 4.584
H 3.217 -4.143 3.820
H 3.342 -4.649 1.311
H 2.704 -3.046 -0.198
C -1.617 -3.763 0.822
C -2.630 -2.623 0.815
C -3.900 -2.672 1.454
C -4.742 -1.595 1.372
C -4.262 -0.393 0.736
C -5.158 0.678 0.532
C -4.762 1.782 -0.250
C -3.482 1.805 -0.812
C -2.555 0.758 -0.608
S -1.087 0.953 -1.478
C -2.987 -0.416 0.105
N -2.245 -1.547 0.189
H -2.151 -4.720 0.877
H -0.982 -3.760 1.728
H -0.989 -3.623 -0.037
H -4.199 -3.570 1.959
H -5.747 -1.662 1.765
H -6.116 0.631 1.051
H -5.438 2.639 -0.316
H -3.198 2.659 -1.453
O 3.726 0.326 1.686
N 4.362 0.049 0.638
O 3.626 -0.013 -0.422
O 2.832 4.488 0.224
Cl 1.700 3.723 0.758
O 1.725 3.681 2.229
O 0.411 4.263 0.189
O 1.843 2.335 0.182
```

---

DFT (ωB97M-V with the def2-TZVPD basis set) results for a structure of composition C33H22Cl3N5O4S5Tl.

As for the total energy: -146658.373 eV. For the gap between HOMO and LUMO, the calculation gives 5.780 eV. The value obtained for the LUMO energy is 1.42 eV. Its HOMO energy is -4.3632 eV. Its total charge is -1.

Structure (XYZ):
```
73
C33H22Cl3N5O4S5Tl, DFT ωB97M-V with the def2-TZVPD basis set
Tl -0.039 -0.005 0.675
N 8.580 6.042 -1.256
C 7.660 5.396 -1.018
C 6.504 4.582 -0.718
C 5.955 3.769 -1.705
C 4.848 2.988 -1.413
C 4.282 3.014 -0.145
C 4.836 3.830 0.837
C 5.942 4.612 0.557
C 3.093 2.163 0.174
C 3.374 0.844 0.518
C 4.677 0.302 0.728
C 4.497 -0.962 1.232
C 3.093 -1.153 1.301
N 2.419 -0.100 0.871
C 1.859 2.808 0.145
C 1.679 4.202 -0.089
C 0.341 4.465 0.062
C -0.270 3.225 0.366
N 0.611 2.235 0.404
H 6.396 3.753 -2.692
H 4.416 2.351 -2.174
H 4.390 3.844 1.824
H 6.376 5.247 1.318
H 5.610 0.812 0.543
H 5.252 -1.673 1.529
H 2.581 -2.025 1.678
H 2.465 4.904 -0.321
H -0.165 5.414 -0.025
H -1.311 3.048 0.567
S -5.187 -1.164 5.612
C -3.951 -1.187 4.510
S -4.129 -1.679 2.875
C -2.455 -1.557 2.371
C -1.597 -1.151 3.336
S 0.087 -0.764 3.139
S -2.319 -0.816 4.896
S -2.106 -1.775 0.694
O 0.889 0.783 -6.584
C 0.453 -0.445 -6.018
C 0.524 -0.351 -4.521
C 0.337 0.852 -3.864
C 0.334 0.851 -2.482
N 0.516 -0.251 -1.755
C 0.722 -1.415 -2.376
C 0.727 -1.493 -3.762
C 0.912 -2.635 -1.528
C 1.204 -3.881 -2.075
C 1.291 -4.983 -1.239
C 1.604 -6.348 -1.799
O 1.008 -6.587 -3.066
C 1.071 -4.796 0.119
C 0.799 -3.522 0.580
N 0.745 -2.467 -0.225
H 0.806 0.727 -7.540
H 1.067 -1.283 -6.361
H -0.585 -0.652 -6.300
H 0.184 1.769 -4.414
H 0.160 1.760 -1.923
H 0.881 -2.441 -4.258
H 1.359 -4.017 -3.135
H 1.310 -7.113 -1.075
H 2.679 -6.444 -1.958
H 0.063 -6.423 -2.986
H 1.096 -5.630 0.810
H 0.591 -3.325 1.627
Cl -4.672 0.402 -1.728
C -4.214 1.512 -0.421
Cl -4.216 3.193 -1.052
Cl -5.392 1.383 0.883
C -2.746 1.229 0.078
O -1.925 0.991 -0.836
O -2.533 1.331 1.285
```

---

DFT (ωB97M-V with the def2-TZVPD basis set) results for a structure of composition C33H22F2INPSn.

As for the total energy: -64693.847 eV. For the gap between HOMO and LUMO, the calculation gives 5.699 eV. The value obtained for the LUMO energy is -11.29 eV. Its HOMO energy is -16.9929 eV. The calculation puts the energy above the lowest of the compared OMol25 structures with the same formula, charge and spin at 318.2 kJ/mol. Its total charge is +3.

Structure (XYZ):
```
61
C33H22F2INPSn, DFT ωB97M-V with the def2-TZVPD basis set
Sn 0.879 3.399 -0.535
I -4.280 2.036 -1.075
C -3.632 0.124 -1.529
C -4.202 -0.404 -2.640
C -4.027 -1.719 -3.121
C -3.131 -2.699 -2.718
C -2.010 -2.596 -1.912
C -1.404 -3.850 -1.569
C -0.397 -3.952 -0.687
C 0.229 -2.753 -0.158
C -0.233 -1.539 -0.465
P 0.887 -0.193 -0.093
C 1.438 -0.266 1.582
C 2.818 -0.250 1.839
C 3.268 -0.402 3.141
C 2.360 -0.576 4.177
C 0.992 -0.626 3.918
C 0.525 -0.485 2.627
C 2.255 -0.070 -1.223
C 3.090 1.049 -1.085
C 4.150 1.234 -1.953
C 4.391 0.292 -2.950
C 3.588 -0.833 -3.066
C 2.514 -1.020 -2.203
C -1.474 -1.284 -1.338
H -4.920 0.204 -3.176
H -4.733 -2.025 -3.888
H -3.329 -3.693 -3.104
H -1.833 -4.750 -1.993
H -0.018 -4.925 -0.401
H 1.126 -2.856 0.446
H 3.537 -0.141 1.042
H 4.332 -0.396 3.343
H 2.719 -0.691 5.193
H 0.290 -0.794 4.726
H -0.536 -0.560 2.431
H 2.970 1.710 -0.234
H 4.805 2.087 -1.841
H 5.223 0.433 -3.629
H 3.798 -1.572 -3.830
H 1.886 -1.897 -2.307
F -0.451 5.241 4.317
C -0.604 4.267 3.443
C -0.002 4.367 2.200
C -0.177 3.338 1.285
C -0.951 2.212 1.583
C -1.506 2.157 2.856
F -2.223 1.084 3.221
C -1.350 3.158 3.792
C -1.185 1.193 0.530
C -2.221 0.360 0.522
C -2.659 -0.596 -0.563
C -1.049 -0.234 -2.369
C -0.517 0.899 -1.946
N -0.133 1.156 -0.526
H 0.582 5.249 1.983
H -1.804 3.070 4.773
H -2.925 0.444 1.337
H -3.267 -1.379 -0.088
H -1.238 -0.395 -3.428
H -0.229 1.657 -2.661
```

---

DFT (ωB97M-V with the def2-TZVPD basis set) results for a structure of composition C33H22F9MoNPS3SbSe3Te.

As for the total energy: -314053.757 eV. For the gap between HOMO and LUMO (spin up / spin down), the calculation gives 6.205 / 6.278 eV. The value obtained for the LUMO energy (spin up / spin down) is 1.60 / 1.28 eV. As for the multiplicity: 4. Its HOMO energy (spin up / spin down) is -4.6031 / -4.9961 eV. The calculation puts the energy above the lowest of the compared OMol25 structures with the same formula, charge and spin at 44.0 kJ/mol. Its total charge is -1.

Structure (XYZ):
```
75
C33H22F9MoNPS3SbSe3Te, DFT ωB97M-V with the def2-TZVPD basis set
Mo 0.535 0.938 1.027
Se -1.381 2.674 1.163
Se -1.103 3.779 -0.881
Te 1.225 4.599 -0.442
Se 2.305 2.334 -0.019
S 5.331 -1.139 0.059
Sb 3.852 -2.579 0.883
S 1.638 -1.248 1.193
S 2.833 -1.582 2.891
F 0.597 1.397 -7.692
C -0.201 2.179 -6.939
F 0.263 3.432 -7.058
F -1.416 2.151 -7.523
C -0.253 1.715 -5.511
C 0.518 2.331 -4.540
C 0.483 1.867 -3.231
C -0.319 0.788 -2.895
C -1.074 0.159 -3.886
C -1.051 0.623 -5.186
P -0.270 0.050 -1.215
C 0.593 -1.502 -1.732
C 0.006 -2.752 -1.884
C 0.761 -3.828 -2.326
C 2.103 -3.654 -2.632
C 2.697 -2.409 -2.491
C 1.942 -1.342 -2.039
C 2.909 -4.837 -3.086
F 3.267 -5.629 -2.061
F 4.037 -4.476 -3.716
F 2.214 -5.610 -3.945
C -1.998 -0.448 -0.884
C -2.205 -1.364 0.152
C -3.484 -1.648 0.593
C -4.569 -0.999 0.016
C -4.373 -0.062 -0.985
C -3.087 0.221 -1.424
C -5.955 -1.350 0.484
F -6.865 -0.424 0.143
F -6.378 -2.519 -0.041
F -6.013 -1.493 1.819
H 1.141 3.178 -4.791
H 1.088 2.345 -2.474
H -1.679 -0.707 -3.645
H -1.643 0.135 -5.949
H -1.043 -2.900 -1.679
H 0.299 -4.800 -2.443
H 3.748 -2.273 -2.704
H 2.424 -0.377 -1.902
H -1.360 -1.839 0.640
H -3.636 -2.358 1.395
H -5.217 0.466 -1.406
H -2.939 0.985 -2.179
C -1.383 -1.539 5.309
C -0.292 -0.888 5.878
C 0.437 0.054 5.176
C 0.088 0.384 3.858
C -1.047 -0.239 3.315
C -1.754 -1.203 4.015
N 0.807 1.248 3.056
C 1.655 2.189 3.683
C 1.101 3.171 4.502
C 1.907 4.124 5.102
C 3.279 4.120 4.879
C 3.830 3.150 4.052
C 3.026 2.186 3.460
H -1.942 -2.276 5.870
H 0.008 -1.133 6.890
H 1.302 0.522 5.629
H -1.445 0.085 2.348
H -2.623 -1.661 3.559
H 0.028 3.183 4.650
H 1.460 4.885 5.730
H 3.910 4.872 5.336
H 4.895 3.140 3.862
H 3.458 1.425 2.820
```

---

DFT (ωB97M-V with the def2-TZVPD basis set) results for a cluster of 2 separate species, C33H23BF8 in total at a distorted geometry.

As for the total energy: -57010.421 eV. For the gap between HOMO and LUMO, the calculation gives 7.881 eV. The value obtained for the LUMO energy is -0.64 eV. The structure (SMILES) is Fc1cccc(F)c1B(c1c(F)cccc1F)c1c(F)cccc1F.Cc1ccc(Cc2ccc(C)c(F)c2)cc1F. Its HOMO energy is -8.5218 eV. The calculation puts the energy above the lowest of the compared OMol25 structures with the same formula, charge and spin at 0.0 kJ/mol. Its total charge is 0.

Structure (XYZ):
```
65
C33H23BF8, DFT ωB97M-V with the def2-TZVPD basis set
F 0.707 0.681 3.786
C 1.746 0.672 2.887
C 2.981 0.324 3.404
C 4.071 0.222 2.528
C 3.876 0.429 1.160
C 2.638 0.803 0.711
F 2.524 1.095 -0.621
C 1.530 1.033 1.539
B 0.331 1.886 1.176
C -0.933 2.001 2.049
C -2.057 1.201 2.273
F -2.008 -0.075 1.787
C -3.119 1.556 3.072
C -3.034 2.732 3.804
C -1.899 3.541 3.705
C -0.895 3.165 2.833
F 0.279 3.914 2.871
C 0.381 2.925 0.046
C -0.627 3.267 -0.860
F -1.685 2.409 -0.994
C -0.597 4.417 -1.603
C 0.453 5.317 -1.422
C 1.510 5.011 -0.551
C 1.445 3.827 0.152
F 2.442 3.623 1.074
H 3.104 0.140 4.474
H 5.070 -0.005 2.913
H 4.678 0.323 0.443
H -3.933 0.849 3.176
H -3.845 3.017 4.478
H -1.793 4.473 4.269
H -1.418 4.590 -2.282
H 0.462 6.266 -1.954
H 2.362 5.679 -0.410
C -2.587 -5.698 1.945
C -2.191 -4.490 1.195
C -3.007 -3.385 0.976
C -2.626 -2.284 0.209
C -1.298 -2.201 -0.214
C -0.755 -0.999 -1.016
C -0.030 -1.242 -2.305
C 0.641 -0.164 -2.912
C 1.397 -0.393 -4.038
C 1.462 -1.659 -4.639
C 2.246 -1.874 -5.880
C 0.615 -2.617 -4.109
F 0.583 -3.836 -4.741
C -0.171 -2.451 -2.983
C -0.500 -3.357 -0.123
C -0.958 -4.455 0.579
F -0.172 -5.563 0.674
H -3.496 -5.416 2.460
H -2.768 -6.574 1.309
H -1.804 -5.953 2.666
H -3.965 -3.410 1.485
H -3.315 -1.456 -0.021
H -1.654 -0.349 -1.215
H -0.128 -0.343 -0.514
H 0.614 0.834 -2.434
H 2.019 0.399 -4.419
H 2.804 -0.952 -6.085
H 2.962 -2.691 -5.787
H 1.607 -2.094 -6.740
H -0.750 -3.297 -2.597
H 0.478 -3.338 -0.637
```

---

DFT (ωB97M-V with the def2-TZVPD basis set) results for a structure of composition C33H23Cl2F9N3ORu at a distorted geometry.

As for the total energy: -93195.880 eV. For the gap between HOMO and LUMO (spin up / spin down), the calculation gives 7.470 / 7.199 eV. The value obtained for the LUMO energy (spin up / spin down) is -0.92 / -1.05 eV. As for the multiplicity: 2. Its HOMO energy (spin up / spin down) is -8.3943 / -8.2445 eV. Its total charge is 0.

Structure (XYZ):
```
72
C33H23Cl2F9N3ORu, DFT ωB97M-V with the def2-TZVPD basis set
Ru -0.016 0.133 0.139
Cl -1.016 -1.260 2.386
C -1.738 -2.881 2.246
Cl -1.175 -3.701 0.779
H -2.821 -2.763 2.185
H -1.422 -3.467 3.108
C 3.987 0.786 -1.503
C 3.709 0.810 -2.863
C 2.434 0.545 -3.316
C 1.406 0.252 -2.408
C 1.679 0.276 -1.018
C 2.971 0.532 -0.591
C 0.061 -0.098 -2.808
C -0.406 -0.063 -4.125
C -1.703 -0.401 -4.411
C -2.563 -0.819 -3.366
C -3.901 -1.163 -3.583
C -4.709 -1.572 -2.538
C -4.185 -1.657 -1.255
C -2.864 -1.329 -1.009
C -2.033 -0.879 -2.045
N -0.756 -0.506 -1.791
H 4.989 0.965 -1.146
H 4.495 1.028 -3.571
H 2.235 0.552 -4.377
H 3.199 0.539 0.467
H 0.257 0.262 -4.910
H -2.081 -0.352 -5.420
H -4.290 -1.092 -4.587
H -5.741 -1.825 -2.724
H -4.816 -1.966 -0.436
H -2.468 -1.365 -0.006
C -3.645 1.872 -0.683
C -2.861 1.858 0.644
O -1.945 0.882 0.769
C -2.195 3.250 0.784
F -1.412 3.350 1.860
F -3.068 4.262 0.852
F -1.417 3.489 -0.286
C -3.868 1.678 1.815
F -4.888 2.547 1.800
F -3.285 1.786 3.012
F -4.413 0.454 1.769
H -2.940 1.943 -1.508
H -4.320 2.722 -0.707
H -4.207 0.948 -0.781
F 4.647 -5.701 1.012
C 4.614 -4.613 1.793
F 5.834 -4.042 1.704
F 4.511 -5.056 3.061
C 3.518 -3.659 1.433
C 2.759 -3.798 0.265
C 1.792 -2.858 -0.013
N 1.517 -1.818 0.790
C 2.243 -1.701 1.917
C 3.242 -2.574 2.273
H 2.935 -4.627 -0.401
H 1.201 -2.931 -0.915
H 2.007 -0.862 2.557
H 3.803 -2.432 3.184
N 2.998 5.701 3.961
C 2.495 4.858 3.370
C 1.912 3.802 2.633
C 1.779 3.903 1.249
C 1.261 2.841 0.535
C 0.851 1.681 1.187
C 0.943 1.606 2.573
C 1.484 2.654 3.296
H 2.084 4.807 0.744
H 1.166 2.931 -0.542
H 0.583 0.743 3.119
H 1.566 2.587 4.369
```